1.
76
Properties=species:S:1:pos:R:3:forces:R:3:lowdin_charge:R:1 method="wB97M-V/def2-TZVPD" charge=+2 energy_ev=-65964.567 homo_energy_ev=-12.902
H 5.7353 0.0598 2.1655 -0.199 0.389 -0.207 0.14
H 1.3992 -0.8803 -3.1632 0.443 0.340 0.073 0.02
C 3.4613 -0.8941 3.3875 0.212 -0.281 0.399 -0.19
N -2.8977 -0.1514 -3.0636 -0.357 -1.638 -0.254 0.10
H 5.0830 0.1080 0.5186 -0.178 0.209 0.375 0.12
C 0.5031 2.5701 -3.2272 0.549 -0.576 0.997 -0.01
H -1.1970 -3.9379 1.3178 0.377 0.155 -0.113 0.11
H 4.4048 -0.9816 3.9502 -0.150 0.059 -0.060 0.13
H 3.9316 1.1902 -1.6450 -0.163 0.086 -0.307 0.08
C -3.2902 0.4575 0.0377 0.304 -0.350 -0.794 -0.04
C 0.9932 2.0189 3.4925 -0.677 -0.001 0.953 -0.27
H -3.3745 1.2643 -0.6843 -0.118 -0.416 -0.046 0.10
C -0.4891 -3.1787 0.9326 -0.415 0.177 -0.374 -0.08
H -4.5934 0.6185 -3.8403 -0.222 -0.258 -0.266 0.12
H 2.9722 -1.8824 3.5311 0.081 0.643 -0.350 0.12
H 2.7471 3.3279 3.5163 -0.096 -0.225 -0.552 0.10
N -0.9646 0.0686 -0.8473 0.797 -0.294 1.296 -0.38
C 4.8320 0.2984 1.5759 -0.578 -0.700 0.378 -0.22
C -4.1202 -4.0719 -4.2481 -0.481 -0.674 -0.632 -0.03
C 2.6473 0.2250 4.0837 0.339 -0.041 0.357 -0.18
H 0.5709 -2.1673 3.2323 -0.308 -0.174 -0.136 0.07
C -4.0759 -0.3295 -3.7108 -0.052 1.221 0.246 -0.10
C -3.7941 -2.6614 -3.8536 -0.085 -0.248 0.044 -0.29
H -0.0252 2.1405 3.0712 0.586 -0.264 -0.074 0.13
H -0.8668 -1.2127 3.6309 -0.095 -0.138 -0.227 0.09
C -3.0519 -1.3759 2.0562 0.173 -0.274 -0.378 -0.01
C -1.3388 2.5249 -1.1951 -0.532 -0.925 0.153 -0.05
Pb 1.5441 -0.1253 0.7036 -0.540 -0.413 0.018 1.40
C -4.3253 -0.8989 1.7288 0.723 -0.028 0.330 -0.05
H -3.1989 -4.5885 -4.6121 -0.726 0.455 0.349 0.10
H 2.3930 -0.1552 5.1019 0.481 0.327 -0.588 0.15
H -2.8917 -1.9573 2.9767 -0.385 0.059 -0.706 0.11
H 2.9323 2.6210 -1.3310 -0.181 -0.377 -0.431 0.05
H 1.3132 2.6903 -3.9523 -0.216 -0.062 0.320 0.12
C -0.5115 -2.0682 3.0464 -0.297 -0.225 0.003 -0.11
C -1.5069 3.4093 -2.2536 0.612 0.464 0.642 -0.06
C 2.2438 -0.1952 -3.0156 -0.102 -0.489 -0.376 -0.11
C 3.0759 1.7721 -2.0217 -0.262 0.790 0.027 -0.12
H 0.5526 -3.4874 1.1397 -0.481 0.025 -0.074 0.09
N -0.7417 -1.8765 1.5957 1.585 0.260 0.049 -0.28
H -5.1822 -1.2093 2.3151 0.043 0.088 -0.069 0.12
H -2.3512 4.0797 -2.2911 0.088 0.327 0.412 0.12
H 3.3097 1.1031 4.2167 -0.585 -0.369 -0.056 0.11
H -4.8988 -4.1316 -5.0457 0.612 0.169 0.593 0.09
S 2.7629 2.3214 1.2566 0.054 0.374 1.054 0.83
H 0.8626 2.3291 4.5627 0.326 -0.073 -0.715 0.15
H -5.5776 -1.6018 -4.6473 0.650 0.021 0.190 0.13
H -4.5105 -4.6515 -3.3823 0.333 0.444 -0.421 0.10
C -0.5665 3.4510 -3.2526 0.206 -0.818 -0.534 -0.07
C 1.9763 2.9578 2.8204 -0.166 0.638 -0.645 -0.38
H 0.6485 0.0828 3.9356 0.325 0.295 -0.748 0.09
H 4.6122 2.1005 2.8631 -0.473 -0.361 -0.986 0.10
C -4.4344 0.0122 0.6987 0.277 0.265 0.181 -0.05
H 4.0611 -1.6257 1.5649 -0.032 0.518 0.274 0.12
C -2.0439 -0.1766 0.1667 0.208 -0.578 0.397 -0.18
N 1.8953 0.8776 -2.0670 -0.171 -0.687 0.462 -0.29
H 5.1069 2.4108 1.1943 -0.386 -0.609 0.495 0.10
H -1.8663 2.6742 -0.2537 -0.573 -0.412 -0.514 0.11
H 2.5257 0.2129 -4.0103 -0.029 -0.157 0.510 0.11
H -5.4003 0.4146 0.4309 0.010 0.162 0.013 0.12
C 4.4218 1.7715 1.8058 1.348 0.532 0.147 -0.41
H -1.0151 -2.9869 3.4385 0.362 0.613 -0.249 0.11
H -0.6252 4.1529 -4.0516 -0.209 0.394 -0.442 0.11
C -0.5506 1.3638 -1.3581 0.666 0.729 -0.942 -0.25
C 0.6046 1.5495 -2.2499 -0.789 0.578 -0.149 -0.20
N -2.6487 -2.5584 -3.1375 -0.611 1.255 -0.472 0.10
C -4.6009 -1.5290 -4.1518 0.952 -0.771 0.587 0.02
H -0.6420 -3.0785 -0.1545 0.139 -0.138 0.608 0.03
H 3.3301 2.2012 -3.0200 -0.077 -0.422 0.603 0.10
C -2.3007 -1.3132 -2.8213 0.651 0.006 0.324 -0.57
N 3.7685 -0.7136 1.9410 -0.208 0.368 -0.258 -0.20
H 1.4172 3.8357 2.4345 0.404 -0.376 0.449 0.10
N 1.3732 0.5986 3.4143 -0.248 -0.652 -0.055 -0.15
S -0.7091 -1.2710 -1.9221 -1.157 0.633 0.203 1.04
H 3.0982 -0.7665 -2.5954 -0.382 0.302 -0.384 0.09
C -1.9312 -1.1750 1.2245 -0.924 1.125 0.071 -0.20

---

2.
8
Properties=species:S:1:pos:R:3:forces:R:3:nbo_charge:R:1 method="wB97M-V/def2-TZVPD" energy_ev=-35103.376 homo_energy_ev=-9.700
H -2.4274 -1.3674 -3.0120 1.094 -1.148 1.274 0.14
O 1.4812 2.1555 1.3475 0.759 0.229 -0.825 -1.02
S -0.2411 -1.7048 -1.2444 0.719 0.302 -0.541 -0.13
P 0.2904 1.6133 1.9696 -0.138 0.547 2.720 1.54
S -1.8158 -2.4717 -2.3051 -1.024 0.989 -0.543 -0.14
O 0.3309 2.0032 3.6067 -0.066 -0.341 -1.046 -1.03
H 1.0874 2.4854 4.0174 -0.554 -0.439 -0.856 0.52
H -0.5923 -1.5110 0.0421 -0.790 -0.139 -0.183 0.12

---

3.
120
Properties=species:S:1:pos:R:3:forces:R:3:lowdin_charge:R:1 method="wB97M-V/def2-TZVPD" charge=+1 spin_multiplicity=4 energy_ev=-93592.570 homo_energy_ev="-10.894 / -10.920" s_squared=3.756
H -3.8288 2.4769 3.0308 -0.156 -0.418 -0.095 0.12
C -2.2120 -2.5568 6.5105 -0.434 -0.095 -0.088 -0.11
P 0.4356 1.2599 3.7821 0.508 -0.247 0.342 1.05
H 3.0548 -1.7356 3.5597 -0.119 -0.432 1.138 0.00
H -1.1878 -1.2209 -0.9629 0.092 -0.115 0.237 0.06
O 3.9028 -0.8131 -0.4797 0.030 -0.847 0.417 -0.04
H 1.9464 2.3009 -0.5188 -0.483 0.072 -0.352 0.05
C 3.3115 0.2984 -2.4764 0.831 0.918 -0.069 0.01
C 4.7545 1.3287 6.9562 -0.355 0.261 -0.340 -0.10
H -3.5670 2.2092 -0.0717 0.478 0.026 0.239 0.07
C 0.3143 2.6687 -4.2793 0.612 0.509 -0.312 -0.03
H 1.1107 -1.9136 -3.2120 0.144 -0.178 0.079 0.09
C 4.3062 -0.1846 -1.4500 -1.061 -0.224 -0.898 -0.41
H -4.8106 3.0402 0.7782 -0.119 -0.099 0.053 0.08
H -0.1371 -0.9253 3.0884 0.321 -0.303 -0.006 0.10
H -2.1821 0.6311 2.3173 -0.219 -0.010 -0.114 0.10
H -5.9536 -1.3338 -2.5769 0.133 -0.203 -0.104 0.10
H -2.4801 0.7905 -4.6776 -0.248 0.212 -0.214 0.10
H 3.7649 1.1319 -3.0189 -0.117 -0.006 -0.048 0.09
C -0.8451 1.9650 -3.9830 0.346 0.221 0.623 -0.10
H -1.3427 -2.2896 -4.6239 -0.074 -0.302 -0.353 0.06
H 5.9389 0.8456 -2.4077 0.025 0.210 0.173 0.09
H 5.4296 1.4480 6.1078 0.003 0.211 0.012 0.07
H 4.6066 0.2533 7.0661 0.080 -0.010 0.219 0.08
C -1.1691 2.0701 3.5165 0.167 0.074 0.636 -0.27
C 1.8339 -3.4380 -4.6201 0.018 0.969 0.924 -0.08
H 0.9691 3.0742 -3.5166 -0.178 -0.027 0.142 0.11
H -1.5655 -2.8470 4.4985 0.036 0.311 -0.227 0.11
H 3.2987 1.4444 4.6936 0.064 -0.033 -0.031 0.11
C -1.2563 -2.2659 5.3683 1.737 -0.023 0.723 -0.26
H -0.9940 -0.1573 5.9439 0.368 -0.197 0.164 0.11
H -4.6425 1.3049 0.9453 0.093 -0.050 0.277 0.06
C -3.2321 2.5429 2.1146 0.048 0.172 0.508 -0.25
C -2.2106 -2.6862 -4.0945 0.711 0.848 0.248 -0.02
H 2.4480 -4.6802 -6.2775 0.204 -0.009 0.152 0.11
F 1.7930 3.4945 -5.9559 0.092 0.179 0.272 0.07
H -1.8677 -3.5543 -3.5258 -0.034 0.071 0.132 0.10
C 2.6546 1.2891 5.5650 0.112 1.190 -0.650 -0.24
H -3.7737 -0.4056 -1.7733 -0.276 0.404 0.016 0.09
C 1.2969 1.9512 5.2721 -1.445 -1.065 -0.054 -0.25
H -1.7736 1.8040 4.3895 0.066 0.065 0.081 0.10
C -6.3358 -2.3865 -0.7542 0.141 0.305 0.170 -0.06
C -5.5910 -1.5704 -1.5868 0.206 0.841 0.217 -0.08
H -2.9745 3.6071 2.1360 0.332 -0.040 -0.360 0.11
C 1.9169 3.3752 -0.3131 -0.175 -0.605 0.103 -0.10
H 2.0761 -2.8965 -7.9640 0.298 -0.204 0.096 0.12
C -1.6497 1.4195 -4.9680 0.596 -0.072 0.125 -0.08
H 6.0640 0.4467 -0.6223 0.406 0.222 -0.246 0.11
H 0.8981 3.7664 -0.3720 -0.100 -0.258 0.190 0.08
B 2.9627 -1.5578 2.4238 0.795 1.038 0.983 -0.41
H 5.2163 1.7280 7.8559 0.140 -0.068 -0.027 0.07
H 6.3386 -0.7703 -1.8534 -0.195 -0.163 0.074 0.11
H 3.4448 2.9497 1.1037 0.261 0.431 0.287 0.11
C -5.8973 -2.6585 0.5471 -0.458 -0.597 -1.106 -0.01
H 1.8699 3.7416 3.1454 0.524 -0.192 0.004 0.10
C -1.2685 1.6184 -6.2965 -1.032 0.252 0.629 -0.08
H -1.9714 -3.6603 -6.5245 0.002 0.117 0.074 0.07
C 1.9675 -2.7178 -6.9000 -0.288 0.560 -1.017 -0.01
H -3.2520 -2.3904 6.2201 0.024 0.110 -0.012 0.08
V 2.2121 -2.0146 0.3088 -1.008 2.921 -0.350 1.02
H 2.5313 1.2116 2.7019 0.095 0.036 -0.257 0.06
H -0.3769 -0.2624 -2.1330 0.501 0.134 -0.017 0.05
C 1.3983 -2.1607 -4.2279 -0.061 -0.144 -1.131 -0.11
H 1.2047 1.2495 1.4877 0.177 -0.474 0.113 0.09
H 2.4154 0.6664 -1.9803 -0.216 -0.449 -0.042 0.07
C 2.5349 3.5499 1.0763 -0.381 1.354 -0.423 -0.25
H -2.0287 -1.9812 7.4183 0.188 0.063 -0.078 0.07
C -1.0057 -0.7836 5.0501 -2.026 -0.145 -0.881 -0.25
H -7.2599 -2.7931 -1.1409 -0.018 -0.170 0.193 0.11
C -0.4402 -0.4161 -1.0448 -0.599 -0.353 -0.020 -0.29
H -1.9674 1.3435 -7.0764 0.331 -0.369 -0.157 0.11
H -1.9507 -0.5332 4.5431 0.161 0.610 0.039 0.11
H 1.0683 -0.9419 4.4457 0.103 -0.233 -0.371 0.07
C 2.1699 -3.6888 -5.9469 -0.642 -0.511 0.433 -0.08
H 2.8671 1.8739 7.6985 -0.476 -0.348 -0.234 0.11
H -3.6396 -3.4928 -7.0405 -0.177 -0.164 0.098 0.09
C -3.0055 -3.8432 -6.2258 0.559 0.141 -0.834 -0.02
H -2.5124 -1.8731 -3.4329 -0.255 -0.356 0.277 0.06
H 1.8694 -1.3509 2.1467 -2.283 -0.047 -0.845 -0.05
C -3.3486 -3.1279 -4.9542 0.120 -0.611 0.277 -0.51
F 1.3497 -0.5260 -7.4666 -0.113 0.293 -0.265 0.09
H 1.2621 3.0348 5.1683 0.521 0.055 0.006 0.09
C -4.0802 2.2361 0.8932 -0.602 0.311 -0.338 -0.10
H 0.1295 2.4329 -7.6450 0.157 0.303 0.089 0.12
H -0.9287 0.4800 -0.6349 0.012 0.114 -0.017 0.06
O -4.4808 -3.0246 -4.5579 -0.517 0.254 -0.146 0.08
C 1.5093 -1.4649 -6.5401 0.338 -0.888 1.297 -0.29
H 2.5765 0.2055 5.6431 -0.156 0.003 0.396 0.11
H 3.3583 3.0524 6.5951 0.503 -0.004 -0.364 0.11
H 3.5010 -0.5731 2.1346 0.880 0.895 -0.426 -0.01
H 3.3954 -2.4362 1.8359 1.007 -2.083 -1.263 -0.04
H -1.0552 1.9020 -2.9216 -0.344 -0.350 -0.095 0.09
O 0.7504 -0.6635 -0.3827 1.477 -1.356 0.388 -0.44
H 2.6911 4.6253 1.2172 0.788 -0.185 -0.131 0.11
C 1.2464 -1.1802 -5.2049 0.116 0.785 -0.539 -0.02
C -4.4316 -0.9471 -1.1048 0.042 -1.026 -0.012 -0.08
C -1.9669 1.7008 2.2597 0.503 0.196 -0.173 -0.24
H -6.4419 -3.3782 1.1411 0.116 0.142 0.297 0.12
F -4.1913 -2.5013 2.1459 -0.089 0.188 -0.088 0.03
H 2.4365 3.8819 -1.1265 0.431 0.004 0.261 0.08
C 0.1363 -0.5284 4.0660 -0.210 0.785 0.290 -0.26
H -0.9437 3.1346 3.6313 -0.260 0.093 -0.291 0.10
C 1.6248 3.1957 2.2325 -0.632 -0.820 0.280 -0.24
H 1.9196 -4.1407 -3.8016 0.147 -0.496 -0.407 0.10
C 3.3734 1.9688 6.7320 0.103 -0.532 0.663 -0.26
H -0.2610 -2.6415 5.6467 -0.169 -0.370 0.022 0.11
H 0.6077 1.7285 6.0949 0.025 0.073 0.102 0.10
C -3.9697 -1.2295 0.1802 -0.293 0.070 -0.782 -0.04
C -0.1390 2.3442 -6.5995 0.307 -0.053 -0.748 -0.02
C 0.6643 2.8680 -5.6002 -0.620 -0.874 -0.300 -0.29
H -3.0853 -4.9280 -6.1463 -0.349 0.045 0.230 0.09
C -4.6976 -2.1309 0.9333 0.525 0.287 0.923 -0.28
H -1.3642 1.8515 1.3585 0.120 -0.076 0.024 0.10
C 1.5785 1.6604 2.4308 -1.000 0.404 0.072 -0.25
H 0.9747 -0.1445 -5.0189 -0.237 -0.139 0.427 0.10
H 3.0994 -0.4546 -3.2358 -0.121 -0.211 0.231 0.08
H -2.1329 -3.6145 6.7624 -0.033 0.020 0.094 0.08
C 5.7570 0.1232 -1.6204 -0.089 -0.139 0.526 0.02
H 0.6017 3.5380 2.0341 0.082 -0.009 -0.330 0.10
H -3.0630 -0.7481 0.5177 0.064 -0.296 0.271 0.09